Model a:
C4H34N3O11 | ωB97M-V with the def2-TZVPD basis set

The lowest unoccupied orbital energy comes out at -0.085 hartree. Its net charge is +1. The orbital gap comes out at 0.297 Ha.

The geometry in XYZ format:
```
52
Properties=species:S:1:pos:R:3:nbo_charge:R:1
C -1.00161 -2.56014 1.45745 -0.1951
C 0.39544 -2.57441 0.79925 -0.4865
C 0.95118 -1.20478 0.82501 0.0549
C 1.87735 -0.71693 1.65409 -0.0235
N 2.45618 0.53812 1.59640 -0.8610
N 0.29441 -0.27046 -0.13141 -0.9150
N -1.95500 -1.79244 0.49614 -0.7458
H -0.97796 -1.90970 2.33236 0.2265
H -1.54523 -3.46766 1.69215 0.2131
H 0.98509 -3.31072 1.33488 0.2370
H 0.31350 -2.79180 -0.28364 0.2720
H 2.43570 -1.37725 2.31576 0.2070
H 2.92189 0.93867 2.39883 0.3963
H 1.96281 1.31966 1.17821 0.3916
H 0.67894 -0.27555 -1.08714 0.3945
H 0.48638 0.65193 0.24774 0.3794
H -2.65440 -1.44538 1.17361 0.4632
H -1.46742 -1.01524 0.00582 0.4672
H -2.39850 -2.48822 -0.09943 0.4308
H -0.76777 -0.05587 4.20145 0.4837
H -1.98495 0.82625 3.82686 0.4924
O -1.27800 0.29311 3.46038 -0.9581
H 3.65395 -0.19719 -0.82256 0.4667
H 4.59491 -1.17589 -1.62460 0.4824
O 3.76195 -1.09253 -1.15093 -0.9491
H -1.34894 1.78400 0.98002 0.4952
H -0.51820 1.62918 2.30979 0.5064
O -0.69860 2.20744 1.55699 -1.0113
H -0.29821 -2.21035 -2.43376 0.5047
H -0.44115 -3.71639 -2.42289 0.4843
O -0.71399 -2.94635 -1.92969 -0.9964
H 1.75223 1.64107 -4.20368 0.4936
H 1.18999 2.25718 -2.89464 0.5127
O 1.00037 1.66893 -3.62814 -0.9710
H -1.68167 1.08595 -2.64742 0.4867
H -1.69741 -0.30169 -2.04521 0.4901
O -2.05737 0.58548 -1.91411 -0.9672
H -3.11719 1.75958 -0.60455 0.5232
H -3.59224 2.70501 0.57929 0.5043
O -3.16002 1.87778 0.34828 -0.9764
H -3.50274 0.61720 1.35198 0.5000
H -4.35797 0.11653 2.44937 0.4812
O -3.49106 -0.06991 2.07347 -0.9949
H 0.36291 0.17531 -3.15328 0.5166
H 1.44763 -0.93577 -2.97124 0.4989
O 0.49269 -0.79324 -2.99922 -1.0103
H 0.59000 3.33287 0.60653 0.5220
H 1.86232 3.86810 -0.25574 0.4946
O 1.51754 3.20691 0.34857 -1.0076
H 2.49825 1.89657 -0.79310 0.4922
H 3.48600 1.55427 -1.80792 0.4679
O 2.73801 2.15876 -1.69635 -0.9642
```

Model b:
C4H34N3O11 | ωB97M-V with the def2-TZVPD basis set

The lowest unoccupied orbital energy comes out at -0.082 hartree. Its net charge is +1. The orbital gap comes out at 0.333 Ha.

The geometry in XYZ format:
```
52
Properties=species:S:1:pos:R:3:nbo_charge:R:1
C 2.95908 0.07004 1.66708 -0.2140
C 2.10729 0.79988 0.55963 -0.4406
C 0.86216 0.04977 0.14412 -0.2482
N -0.92083 -1.85968 -0.45150 -0.7213
C 0.29252 -2.07893 -0.85564 0.4182
N 1.22082 -1.11812 -0.69117 -0.5478
N 2.85205 0.55310 3.01038 -0.8260
H 3.98801 0.21140 1.31646 0.1986
H 2.60743 -0.96542 1.63978 0.1848
H 1.85060 1.82588 0.82839 0.2241
H 2.77283 0.95517 -0.30759 0.2125
H 0.35547 -0.40898 1.04075 0.1871
H 0.17721 0.68452 -0.42748 0.2401
H -1.60860 -2.59681 -0.42830 0.4370
H -1.26702 -0.95618 -0.16531 0.4429
H 0.57238 -2.99859 -1.35215 0.2349
H 2.14872 -1.52087 -0.78507 0.4515
H 3.30800 1.44702 3.12561 0.3624
H 1.89610 0.58108 3.33534 0.3584
H -1.95751 0.00461 -2.54307 0.5075
H -2.05303 -0.35651 -4.05342 0.4917
O -1.43858 -0.10880 -3.36546 -0.9911
H -0.56270 -1.24187 5.23553 0.4888
H -1.19450 -0.99733 3.79524 0.4877
O -0.75161 -1.63125 4.37626 -0.9945
H -2.31470 3.56612 -2.10286 0.4814
H -1.04739 2.88252 -1.82069 0.5180
O -1.84145 3.21631 -1.34250 -1.0062
H -1.88811 -2.52843 2.61458 0.4939
H -2.63166 -1.32553 2.22245 0.4824
O -2.15896 -2.07039 1.79324 -0.9712
H -3.87418 0.34105 -0.85375 0.4945
H -2.87855 1.53328 -0.97084 0.5083
O -2.97829 0.57654 -1.12478 -0.9946
H -2.48235 0.67829 3.65561 0.4784
H -1.66651 1.38265 2.65427 0.5153
O -1.63397 0.58395 3.20655 -0.9783
H 2.13094 -2.16401 -3.12843 0.4853
H 3.66368 -2.55887 -3.07366 0.4970
O 2.89507 -2.31289 -2.55997 -0.9720
H 0.91967 2.03075 -3.09747 0.5051
H -0.30002 1.12405 -2.92597 0.5056
O 0.21746 1.81246 -2.45711 -1.0244
H -2.58092 2.77526 0.50328 0.5028
H -3.31890 3.12006 1.82958 0.4858
O -2.95133 2.39034 1.30907 -0.9881
H 1.89645 2.67635 -4.98086 0.4787
H 2.87712 1.77433 -4.44793 0.4794
O 1.92411 1.77642 -4.62008 -0.9335
H 0.95118 -3.91294 1.92531 0.4997
H 0.18214 -2.51279 1.79805 0.4918
O 0.67319 -3.19802 1.34653 -0.9794
```

It is model b that is the most stable of them.

Model a:
C2H7O2P | ωB97M-V with the def2-TZVPD basis set

The lowest unoccupied orbital energy comes out at 0.033 hartree. Its SMILES is CO[P@@H](C)=O. Its net charge is 0. The orbital gap comes out at 0.424 Ha.

The geometry in XYZ format:
```
12
Properties=species:S:1:pos:R:3:nbo_charge:R:1
C 1.34270 1.29583 -0.04290 -0.2470
O 0.16985 0.99511 0.74304 -0.8183
P -1.14854 0.09862 0.18607 2.0023
C -0.53805 -1.62524 0.00229 -1.0168
O -2.30814 0.30360 0.98142 -1.0661
H 1.89305 0.39985 -0.08615 0.1740
H 1.79014 2.04515 0.59430 0.2044
H 1.16822 1.76194 -0.97905 0.1798
H -1.18574 0.57374 -1.13388 -0.1546
H 0.61154 -1.52671 -0.17705 0.2384
H -0.89507 -2.25575 0.79686 0.2607
H -0.89995 -2.06614 -0.88494 0.2432
```

Model b:
C2H7O2P | ωB97M-V with the def2-TZVPD basis set

The lowest unoccupied orbital energy comes out at 0.028 hartree. Its SMILES is CO[P@@H](C)=O. Its net charge is 0. The orbital gap comes out at 0.417 Ha.

The geometry in XYZ format:
```
12
Properties=species:S:1:pos:R:3:nbo_charge:R:1
C 1.07381 1.35037 0.02398 -0.2886
O -0.38117 1.31592 0.26005 -0.8061
P -1.17024 0.01077 -0.29381 1.9933
C -0.23867 -1.45065 0.31771 -1.0544
O -2.61151 0.09403 0.05612 -1.0534
H 1.48441 2.38678 0.27944 0.2144
H 1.52411 1.06254 -1.01285 0.1875
H 1.51789 0.65936 0.74238 0.1846
H -0.84209 0.09795 -1.58068 -0.1450
H -0.08900 -1.68259 1.41892 0.2696
H -0.98731 -2.17640 0.01429 0.2520
H 0.71977 -1.66807 -0.22556 0.2463
```

It is model a that is the most stable of them.

Model a:
C4H4IN | ωB97M-V with the def2-TZVPD basis set

The lowest unoccupied orbital energy (alpha / beta) comes out at -0.014 / -0.053 hartree. Its net charge is 0. The orbital gap (alpha / beta) comes out at 0.334 / 0.248 Ha.

The geometry in XYZ format:
```
10
Properties=species:S:1:pos:R:3:nbo_charge:R:1
C 1.41938 2.02839 0.06127 0.1220
C 0.11401 1.58044 0.11378 -0.1534
C 0.12546 -0.64080 -0.05171 -0.0912
C -1.12163 -1.26118 0.06712 -0.8019
N 2.49074 2.40963 -0.13863 -0.2582
I 2.04278 -1.41933 0.10157 0.2511
H -0.71170 1.83314 -0.53173 0.2106
H -1.32116 -2.02908 -0.68784 0.2426
H -1.13895 -1.88484 0.90140 0.2352
H -1.89891 -0.61637 0.16478 0.2432
```

Model b:
C4H4IN | ωB97M-V with the def2-TZVPD basis set

The lowest unoccupied orbital energy comes out at -0.008 hartree. Its SMILES is C/C=C(\I)C#N. Its net charge is 0. The orbital gap comes out at 0.353 Ha.

The geometry in XYZ format:
```
10
Properties=species:S:1:pos:R:3:nbo_charge:R:1
C 1.23674 -0.98927 0.11016 -0.6490
C 0.41784 0.24127 -0.09173 -0.1759
C -0.87138 0.35256 -0.04199 -0.2076
I -2.40100 -1.19356 -0.18948 0.1772
C -1.59998 1.76886 -0.01605 0.2496
N -2.13886 2.77071 -0.04180 -0.3151
H 0.64047 -1.72034 0.65210 0.2294
H 1.53805 -1.60318 -0.76678 0.2395
H 2.10152 -0.66346 0.57311 0.2242
H 1.07659 1.03640 -0.18756 0.2280
```

It is model b that is the most stable of them.

Model a:
C3H3NO4 | ωB97M-V with the def2-TZVPD basis set

The lowest unoccupied orbital energy comes out at -0.049 hartree. Its net charge is 0. The orbital gap comes out at 0.332 Ha.

The geometry in XYZ format:
```
11
Properties=species:S:1:pos:R:3:nbo_charge:R:1
C -0.14781 1.52084 -0.30541 -0.1387
C -0.05191 -0.05585 -0.26490 0.5183
C 0.99727 -1.93933 0.11203 0.9315
H -2.32574 0.46641 0.16538 0.4679
H 0.52311 1.89421 0.75722 0.2208
H 0.62476 2.21396 -1.30025 0.2147
N -0.81894 -0.61718 0.73884 -0.2213
O -1.59832 1.91688 -0.27712 -0.6913
O -0.12587 -2.05255 0.86086 -0.3519
O 1.95203 -2.73567 0.04558 -0.5203
O 0.97141 -0.61170 -0.53222 -0.4299
```

Model b:
C3H3NO4 | ωB97M-V with the def2-TZVPD basis set

The lowest unoccupied orbital energy comes out at 0.015 hartree. Its SMILES is O=C1COC(=O)N1O. Its net charge is 0. The orbital gap comes out at 0.402 Ha.

The geometry in XYZ format:
```
11
Properties=species:S:1:pos:R:3:nbo_charge:R:1
O 2.11575 -0.91153 -0.12763 -0.5216
C 1.14911 -0.29269 0.04733 0.6660
C 1.17256 1.34407 0.13366 -0.1792
O -0.28772 1.59148 -0.11861 -0.5162
C -1.07239 0.46294 -0.00549 0.8862
O -2.22756 0.19983 -0.04490 -0.5262
N -0.14338 -0.53558 -0.09971 -0.2422
O -0.72354 -1.71621 0.24839 -0.4956
H 1.34572 1.81133 1.17073 0.2154
H 1.97904 1.74454 -0.51143 0.2308
H -0.83225 -2.20128 -0.67229 0.4827
```

It is model b that is the most stable of them.

Model a:
C6H12NS | ωB97M-V with the def2-TZVPD basis set

The lowest unoccupied orbital energy (alpha / beta) comes out at -0.163 / -0.164 hartree. Its net charge is +1. The orbital gap (alpha / beta) comes out at 0.292 / 0.291 Ha.

The geometry in XYZ format:
```
20
Properties=species:S:1:pos:R:3:nbo_charge:R:1
C -2.69941 0.19422 -0.35821 -0.4087
C -2.12210 -0.58844 0.82819 -0.3942
C 2.87904 -1.37243 0.64097 -0.7209
C 1.76757 -0.97809 -0.24182 -0.0697
C -1.34420 0.40890 -0.01150 0.0391
C -0.01357 0.66472 -0.62527 -0.1230
N -0.63349 1.69578 0.25039 -0.5395
S 0.33411 1.34906 -2.24731 0.0517
H -2.85941 -0.35082 -1.35345 0.2463
H -3.45495 0.82601 -0.10301 0.2432
H -2.62704 -0.27926 1.74304 0.2443
H -1.97144 -1.62862 0.89092 0.2484
H 3.11075 -2.37003 0.27726 0.2802
H 3.76284 -0.66822 0.65289 0.2450
H 2.13182 -0.31699 -1.00254 0.2033
H 1.02590 -1.66733 -0.52644 0.1968
H -0.23660 1.87950 1.13989 0.4252
H -1.01372 2.47560 -0.10505 0.4133
H 2.71785 -1.51534 1.73576 0.2613
H 1.24604 2.24179 -1.58471 0.1580
```

Model b:
C6H12NS | ωB97M-V with the def2-TZVPD basis set

The lowest unoccupied orbital energy comes out at -0.140 hartree. Its net charge is +1. The orbital gap comes out at 0.363 Ha.

The geometry in XYZ format:
```
20
Properties=species:S:1:pos:R:3:nbo_charge:R:1
C 0.20101 -1.72167 1.71851 -0.4871
C 0.54273 -1.03684 0.71350 0.1161
C 0.83550 -0.40912 -0.40474 -0.2647
C 1.55937 -1.19312 -1.49588 -0.6611
C -0.64916 1.52650 1.01389 -0.0908
C -1.80871 1.01720 -0.95925 -0.4379
N -1.47830 0.72942 0.37496 -0.5424
S 1.16266 1.37824 -0.16521 0.3045
H -0.71864 -2.36807 2.03390 0.2810
H 1.02208 -2.00618 2.36822 0.2613
H 0.99739 -1.33762 -2.42938 0.2428
H 2.54338 -0.69005 -1.82694 0.2457
H 1.96581 -2.25456 -1.18745 0.2587
H 2.14766 1.35475 0.75613 0.1753
H -0.69518 2.59765 0.78016 0.2318
H -0.43388 1.22118 2.10015 0.2653
H -1.18897 0.29684 -1.60221 0.2140
H -2.85348 1.01807 -1.26078 0.2509
H -1.39489 2.04099 -1.22182 0.2153
H -1.75638 -0.16361 0.69424 0.4213
```

It is model b that is the most stable of them.

Model a:
C5H6N4O2 | ωB97M-V with the def2-TZVPD basis set

The lowest unoccupied orbital energy comes out at 0.008 hartree. Its net charge is 0. The orbital gap comes out at 0.338 Ha.

The geometry in XYZ format:
```
17
Properties=species:S:1:pos:R:3:nbo_charge:R:1
C 0.73454 2.18618 -1.38459 0.3076
C 1.16145 -0.61891 -0.92137 0.7518
C -0.91317 -0.41536 0.12016 0.7704
C -1.48301 1.52226 -1.21800 -0.0905
C 0.72165 -1.64337 1.47605 -0.3955
N -0.39423 2.54036 -1.17671 -0.3614
N 0.44658 0.23177 -1.75220 -0.3854
N 0.27568 -1.03682 0.18061 -0.4730
N -0.79224 0.27340 -1.12206 -0.3145
O 2.27919 -1.03461 -1.07523 -0.5796
O -1.84458 -0.18465 0.91971 -0.6364
H 1.77051 2.33114 -1.61645 0.2537
H -2.21576 1.43838 -0.34824 0.2816
H -1.92210 1.79212 -2.24836 0.2171
H -0.02714 -2.35317 1.76847 0.2185
H 1.66547 -2.08457 1.41790 0.2291
H 0.69556 -0.78218 2.07999 0.2064
```

Model b:
C5H6N4O2 | ωB97M-V with the def2-TZVPD basis set

The lowest unoccupied orbital energy comes out at -0.031 hartree. Its SMILES is OC1(O)C=NN[C@]12C=CN=N2. Its net charge is 0. The orbital gap comes out at 0.311 Ha.

The geometry in XYZ format:
```
17
Properties=species:S:1:pos:R:3:nbo_charge:R:1
O 0.98838 -1.55607 0.76187 -0.6964
C 0.95484 -0.64435 -0.25307 0.5282
O 1.00661 -1.36864 -1.51507 -0.7507
C 2.16980 0.26862 -0.23575 0.0061
N 1.94222 1.49546 -0.13726 -0.1757
N 0.60165 1.66674 0.31244 -0.4555
C -0.25860 0.53617 -0.04676 0.0512
C -1.15945 0.11846 1.02037 -0.1595
C -2.38887 0.03806 0.52986 -0.1137
N -2.30284 0.34013 -0.77323 -0.1642
N -1.10838 0.60631 -1.20548 -0.1601
H 0.14550 -2.11050 0.84003 0.4916
H 0.25569 -1.45733 -2.13099 0.5103
H 3.09666 -0.27896 -0.40530 0.2228
H 0.20869 2.61759 0.13538 0.3948
H -0.81845 -0.02323 2.05767 0.2389
H -3.33346 -0.24847 1.04528 0.2318
```

It is model a that is the most stable of them.

Model a:
C7H13N2S | ωB97M-V with the def2-TZVPD basis set

The lowest unoccupied orbital energy (alpha / beta) comes out at -0.187 / -0.187 hartree. Its SMILES is C/C=C(CC)\[NH+]=C/NC=S. Its net charge is +1. The orbital gap (alpha / beta) comes out at 0.287 / 0.287 Ha.

The geometry in XYZ format:
```
23
Properties=species:S:1:pos:R:3:nbo_charge:R:1
C 0.89168 1.98704 0.56760 -0.6661
C 0.05549 1.13536 -0.28849 -0.1009
C 0.09765 -0.17402 -0.51175 0.0702
C -0.49304 -0.79452 -1.82777 -0.4248
C -1.20289 0.21039 -2.57062 -0.6156
N 1.00583 -1.04023 0.02468 -0.4879
C 1.15118 -1.34606 1.29037 0.3915
N 0.39000 -0.99172 2.33285 -0.5809
C -0.83313 -0.40949 2.38775 -0.1448
S -1.54253 0.00965 3.83776 0.1333
H 0.15437 2.70724 0.95326 0.2582
H 1.67181 2.43524 0.01631 0.2567
H 1.49288 1.32579 1.22777 0.2038
H -0.64866 1.64335 -0.92139 0.2305
H 0.26475 -1.35687 -2.31412 0.2134
H -1.10223 -1.63457 -1.60566 0.2234
H -1.88854 0.77327 -1.84426 0.2047
H -1.82291 -0.18540 -3.32701 0.2420
H -0.65656 1.07778 -3.03510 0.2261
H 1.72310 -1.58401 -0.53480 0.4459
H 1.96581 -2.04547 1.48474 0.2355
H 0.75941 -1.28919 3.22376 0.4480
H -1.43348 -0.45355 1.43412 0.2375
```

Model b:
C7H13N2S | ωB97M-V with the def2-TZVPD basis set

The lowest unoccupied orbital energy (alpha / beta) comes out at -0.137 / -0.137 hartree. Its net charge is +1. The orbital gap (alpha / beta) comes out at 0.278 / 0.278 Ha.

The geometry in XYZ format:
```
23
Properties=species:S:1:pos:R:3:nbo_charge:R:1
C 1.95820 0.08898 -0.39502 0.0429
C -2.75190 0.85550 0.01188 -0.4312
C -1.36883 0.88599 0.18849 -0.0253
C -0.54432 -0.27135 -0.08590 0.1550
C -0.85196 2.11495 0.86906 -0.6526
C -1.69114 -2.28804 0.59189 -0.4292
C 4.49162 0.41607 -0.93712 -0.6955
N 0.78301 -0.22381 -0.20612 -0.3408
N -1.04249 -1.52352 -0.53887 -0.4903
S 3.36052 -0.03763 0.46231 0.4089
H -3.33159 1.75417 0.00517 0.2229
H -3.44085 0.03625 -0.10062 0.1938
H 0.02944 2.13632 1.46654 0.2422
H -0.65178 2.84707 0.07541 0.2397
H -1.70279 2.54834 1.37467 0.2441
H -2.62109 -1.74919 0.87192 0.2404
H -2.00555 -3.30908 0.46409 0.2482
H -1.01034 -2.21042 1.40246 0.2315
H 5.31144 0.08387 -0.38706 0.2182
H 4.58705 1.42360 -1.29121 0.2454
H 4.46566 -0.25141 -1.79834 0.2386
H -1.76621 -1.35325 -1.20416 0.4391
H -0.20607 -1.97340 -0.83946 0.4540
```

It is model a that is the most stable of them.